Entry 1:
DFT (wB97M-V/def2-TZVPD) results for a cluster of 3 separate species, C35H31BBrNO9S in total at a distorted geometry.

Computed properties:
Spin multiplicity: 1
Electronic energy (Ha): -5081.41788
Structure (SMILES): CCB(O)N(C[C@@H](C)Br)C(=O)OS(C)(=O)=O.O=C1c2ccccc2C(=O)c2ccccc21.O=C1c2ccccc2C(=O)c2ccccc21

XYZ file:
```
79
Properties=species:S:1:pos:R:3:mulliken_charge:R:1
C 0.475 1.661 -4.022 0.587
H 3.197 -2.485 1.036 0.195
H 2.298 -6.603 1.052 0.321
C -4.458 1.629 0.272 -0.592
H 1.396 -3.234 -2.083 0.661
O 5.466 -4.164 2.749 -0.625
H 3.185 -8.081 0.756 0.310
H 3.579 -0.803 0.781 0.288
H -8.483 6.398 6.062 0.395
C -6.968 5.347 4.979 -0.534
C -5.277 4.112 3.643 0.504
H 3.384 -1.386 2.411 0.414
H -2.051 5.251 -0.966 0.448
C 5.447 -5.731 0.353 -1.229
H 4.822 -1.475 -3.211 0.430
C 0.609 -1.292 -1.660 -0.759
C 6.505 -3.820 -0.633 -0.182
C 3.292 -7.026 0.979 -1.232
C -0.462 3.929 -3.647 -0.655
H 4.289 -7.030 -0.923 0.546
H -10.248 5.934 4.393 0.398
C -0.204 2.659 -3.148 0.368
C -1.258 3.267 -1.065 -0.453
H -0.149 4.179 -4.651 0.492
C 5.293 -1.951 1.487 -0.260
H 5.573 -6.062 1.374 0.642
O -4.396 4.399 4.425 -0.664
C 4.078 -6.325 -0.133 0.265
S 5.799 -3.516 -3.115 1.100
N 5.565 -4.271 0.274 1.261
O 7.396 -3.029 -0.440 -0.473
H 5.825 -1.469 0.678 0.324
H -1.569 3.015 -0.064 0.503
O 0.821 1.949 -5.147 -0.658
H 6.217 -6.211 -0.239 0.224
C -0.299 0.986 -1.279 0.459
C -9.246 5.557 4.240 -0.462
C -5.000 3.260 2.451 0.191
C 3.770 -1.649 1.434 -1.015
H -2.937 3.018 2.962 0.503
C -3.717 2.765 2.257 -0.609
C -1.526 4.526 -1.574 -0.779
H 6.052 -1.451 -1.961 0.401
C -0.593 2.330 -1.847 0.358
C -6.671 4.599 3.847 0.230
O -8.259 3.249 0.899 -0.664
H -6.526 1.884 -0.242 0.478
H -2.450 1.557 1.025 1.022
H -4.245 0.988 -0.573 0.470
C -7.673 4.319 2.915 0.144
H 1.564 -0.419 -5.300 0.487
H -6.189 5.552 5.700 0.473
C -8.958 4.808 3.112 -0.586
H 3.772 -6.921 1.946 0.355
H -1.324 5.846 -3.254 0.405
C 0.712 0.296 -3.472 0.229
C 1.537 -1.939 -3.784 -0.693
C 1.298 -0.669 -4.282 -0.666
H 4.573 -4.181 3.098 0.324
C -6.012 2.948 1.541 0.188
Br 2.989 -4.963 -1.001 -0.139
O 6.360 -4.432 -1.900 -0.331
C -1.121 4.859 -2.862 -0.460
C 1.195 -2.246 -2.472 -0.542
H 5.673 -1.559 2.425 0.240
H 4.439 -2.207 -1.653 0.067
H -9.726 4.596 2.382 0.474
C -8.253 5.820 5.177 -0.483
B 5.482 -3.512 1.527 -0.232
O 6.895 -3.221 -3.979 -0.640
O 4.667 -4.176 -3.684 -0.527
C -5.736 2.128 0.454 -0.770
O -0.591 0.715 -0.131 -0.712
C 5.231 -2.025 -2.371 -0.709
C -3.445 1.952 1.170 -0.844
C 0.358 -0.020 -2.158 0.304
C -7.391 3.486 1.712 0.715
H 0.341 -1.528 -0.639 0.516
H 1.997 -2.690 -4.412 0.472
```

=====

Entry 2:
DFT (wB97M-V/def2-TZVPD) results for a structure of composition C44H33I2N2OP2PdS4 at a distorted geometry.

Computed properties:
Spin multiplicity: 1
Total charge: +1
Electronic energy (Ha): -4879.79041

XYZ file:
```
89
Properties=species:S:1:pos:R:3:mulliken_charge:R:1
C 6.033 -0.425 0.463 -0.784
Pd 0.258 0.858 -0.301 -0.578
C -3.497 2.245 -1.571 -0.516
H 4.725 5.685 1.580 0.462
H 6.476 -1.002 1.266 0.432
H -3.021 -1.683 -1.023 0.689
H 0.450 5.767 1.205 0.750
C 4.880 1.040 -1.606 -0.409
C 3.825 3.881 0.845 -0.913
H -0.304 -7.559 2.802 0.357
C 0.389 -2.792 -0.844 -0.155
I 1.480 0.716 2.246 0.682
C -0.274 -6.268 1.095 -0.109
C 0.941 2.744 -4.401 -0.762
H 4.261 0.009 1.577 0.277
C -2.908 2.577 3.738 -0.883
C -2.636 -3.541 1.775 -0.504
H -0.181 -5.361 1.671 0.596
O -0.835 4.088 -0.627 -0.793
H -2.558 2.755 -1.758 0.191
H 2.557 4.166 -1.794 0.492
C -2.950 -3.223 0.461 -1.113
H -1.899 -2.806 3.660 0.439
H 4.767 3.365 0.697 0.556
C 2.071 2.068 -1.939 0.228
H -1.849 4.170 4.716 0.452
C 0.932 1.424 -3.975 -0.727
C -1.090 2.892 1.693 1.050
H 0.497 3.010 -5.354 0.434
H -2.761 -4.557 2.123 0.514
C -5.911 0.962 -1.058 -0.784
C 6.131 0.465 -1.772 -0.789
C -2.159 -2.562 2.637 -0.998
C -1.015 3.725 2.797 -0.832
H -0.487 -9.631 1.450 0.395
H -6.768 2.369 -2.430 0.401
H -3.315 -3.991 -0.213 0.444
H 2.578 6.886 1.820 0.452
I 0.927 0.143 4.947 -0.216
H -3.625 2.452 4.541 0.448
S 1.249 -1.412 -0.253 0.214
C 4.204 0.888 -0.394 0.910
H -4.622 3.516 -2.877 0.452
C 2.590 5.862 1.466 -1.015
C 6.705 -0.268 -0.741 -0.515
C -0.355 -7.346 -1.055 -0.419
C 2.091 3.392 -2.386 -0.773
C 1.533 3.721 -3.615 -0.614
H 1.550 0.045 -2.463 0.517
C -0.329 -7.505 1.719 -0.803
C 1.393 5.234 1.146 -0.378
H 4.437 1.607 -2.413 0.472
C -4.755 0.520 -0.428 -0.415
H -4.798 -0.315 0.257 0.422
C 1.488 1.081 -2.750 -0.096
C -2.032 1.873 1.608 -0.356
C -2.968 1.748 2.627 -0.162
N 0.416 -3.916 -0.232 -0.652
H -0.312 -7.294 -2.131 0.404
C 2.636 3.249 0.525 0.390
P -2.035 0.713 0.190 1.851
C -4.658 2.677 -2.194 -0.681
C 3.796 5.186 1.332 -0.776
C -1.918 3.547 3.833 -1.009
H -1.683 -0.491 2.890 0.409
C -0.413 -8.581 -0.420 -0.650
H 6.654 0.584 -2.713 0.432
N -0.296 -4.886 -0.907 0.681
C -2.348 -0.927 0.883 0.950
C 4.781 0.146 0.640 -0.386
C -3.547 1.166 -0.686 0.732
C -2.788 -1.923 0.008 -0.753
C 1.425 3.915 0.730 -0.272
H -0.445 -9.480 -1.022 0.379
S -0.526 -2.841 -2.331 -0.140
H -6.851 0.464 -0.856 0.431
C -5.862 2.033 -1.940 -0.573
H -0.257 4.492 2.870 0.479
P 2.559 1.603 -0.217 0.458
H -3.734 0.983 2.559 0.545
S -0.103 3.131 0.211 1.791
H 1.555 4.751 -3.950 0.448
H 0.490 0.654 -4.595 0.482
S -2.011 -5.324 -3.003 -0.244
C -2.019 -1.254 2.196 -0.300
H 7.678 -0.725 -0.881 0.415
C -0.322 -6.193 -0.291 0.242
C -0.420 -8.666 0.963 -0.418
C -0.957 -4.500 -2.049 0.020
```